Entry 1:
{"formula": "C12H10FN4Se3SnTe", "method": "ωB97M-V/def2-TZVPD", "elements": ["Sn", "N", "C", "C", "N", "C", "C", "N", "C", "C", "N", "H", "H", "H", "H", "H", "H", "Se", "Se", "Te", "Se", "F", "C", "C", "C", "C", "C", "C", "H", "H", "H", "H"], "xyz": [[0.59, 1.51, -0.11], [-2.61, -0.69, 2.02], [-3.51, -0.22, 1.11], [-2.81, 0.57, 0.25], [-1.51, 0.60, 0.63], [-1.41, -0.17, 1.70], [-0.15, -0.33, 2.34], [0.94, 0.20, 1.82], [1.96, -0.09, 2.65], [1.49, -0.82, 3.70], [0.15, -0.96, 3.50], [-2.83, -1.30, 2.79], [-4.54, -0.50, 1.15], [-3.15, 1.13, -0.60], [2.96, 0.25, 2.44], [1.97, -1.24, 4.56], [-0.50, -1.43, 4.12], [3.18, 2.33, 0.07], [2.89, 4.12, -1.33], [1.23, 5.44, 0.01], [-0.70, 3.91, -0.34], [0.62, -2.78, -4.76], [0.60, -1.87, -3.78], [-0.08, -0.68, -3.97], [-0.11, 0.25, -2.95], [0.53, -0.03, -1.75], [1.23, -1.22, -1.57], [1.26, -2.15, -2.59], [-0.57, -0.50, -4.91], [-0.64, 1.18, -3.09], [1.75, -1.42, -0.64], [1.80, -3.08, -2.48]], "homo_ev": -10.559, "charge": 1, "orbital_gap_ev": 6.6281, "total_energy_ha": -8468.650735, "lumo_ev": -3.93}

---

Entry 2:
{"formula": "C12H10O2", "method": "ωB97M-V/def2-TZVPD", "elements": ["O", "C", "C", "C", "C", "C", "O", "C", "C", "C", "C", "C", "C", "C", "H", "H", "H", "H", "H", "H", "H", "H", "H", "H"], "xyz": [[-2.98, 2.21, -0.51], [-2.77, 0.91, -0.32], [-3.76, -0.05, 0.09], [-3.30, -1.37, 0.53], [-1.98, -1.64, 0.12], [-0.95, -0.65, -0.16], [0.36, -1.18, 0.05], [1.43, -0.57, 0.09], [2.48, -0.94, -0.78], [3.61, -0.15, -1.02], [3.81, 0.62, 0.08], [2.92, 1.03, 1.05], [1.69, 0.51, 1.11], [-1.28, 0.60, -0.48], [-3.86, 2.28, -0.14], [-4.77, 0.45, 0.24], [-3.70, -2.41, 0.59], [-1.42, -2.62, 0.33], [2.16, -1.69, -1.55], [4.09, -0.17, -2.16], [4.61, 1.49, -0.01], [3.43, 1.68, 1.79], [0.89, 0.33, 2.10], [-0.72, 1.32, -1.06]], "homo_ev": -8.097, "orbital_gap_ev": 8.7242, "total_energy_ha": -613.543827, "relative_energy_kcal_mol": 121.7, "lumo_ev": 0.63}

---

Entry 3:
{"formula": "C12H11AsN4O6ReS7", "method": "ωB97M-V/def2-TZVPD", "elements": ["Re", "S", "C", "S", "C", "C", "S", "S", "S", "O", "As", "O", "O", "C", "C", "C", "C", "C", "C", "S", "O", "O", "O", "H", "H", "H", "H", "H", "C", "C", "N", "N", "C", "S", "N", "N", "H", "H", "H", "H", "H", "H"], "xyz": [[0.17, -0.36, 0.85], [-2.80, 0.73, 7.48], [-2.08, 0.53, 6.03], [-2.29, 1.62, 4.69], [-1.32, 0.76, 3.53], [-0.79, -0.40, 3.96], [0.26, -1.33, 2.96], [-1.14, -0.86, 5.61], [-0.98, 1.40, 1.98], [-0.12, 1.32, -3.51], [-1.07, 0.96, -2.07], [-1.83, 2.34, -1.66], [0.22, 0.47, -1.00], [-1.94, -0.62, -2.79], [-2.07, -0.69, -4.17], [-2.66, -1.81, -4.75], [-3.10, -2.87, -3.97], [-2.98, -2.81, -2.59], [-2.40, -1.69, -2.01], [-2.38, -1.55, -0.26], [-3.39, -2.37, 0.31], [-2.45, -0.11, -0.07], [-0.96, -1.96, 0.17], [-0.12, 2.28, -3.57], [-1.70, 0.12, -4.78], [-2.77, -1.85, -5.83], [-3.55, -3.73, -4.44], [-3.35, -3.61, -1.96], [4.30, 2.88, 1.31], [4.21, 1.45, 0.90], [5.19, 0.67, 0.61], [4.59, -0.54, 0.31], [3.26, -0.52, 0.42], [2.12, -1.73, 0.20], [3.02, 0.76, 0.80], [1.71, 1.21, 0.99], [5.34, 3.18, 1.26], [3.93, 3.01, 2.33], [3.71, 3.51, 0.65], [5.15, -1.33, 0.06], [1.64, 1.78, 1.83], [1.40, 1.74, 0.17]], "homo_ev": [-7.684, -7.726], "spin_multiplicity": 2, "orbital_gap_ev": [5.6581, 6.7019], "total_energy_ha": -6235.752781, "relative_energy_kcal_mol": 5.1, "lumo_ev": [-2.03, -1.02]}

---

Entry 4:
{"formula": "C12H11Br2Cl2DyF3N3", "method": "ωB97M-V/def2-TZVPD", "elements": ["Dy", "Br", "C", "C", "C", "N", "C", "C", "C", "C", "C", "Br", "C", "C", "N", "H", "H", "H", "H", "H", "H", "Cl", "C", "Cl", "H", "H", "F", "C", "F", "F", "N", "H", "H", "H"], "xyz": [[-1.15, -0.23, -1.04], [5.84, -0.36, -0.05], [4.01, -0.27, -0.32], [3.50, -0.25, -1.61], [2.13, -0.18, -1.76], [1.28, -0.14, -0.72], [1.78, -0.17, 0.53], [3.14, -0.24, 0.76], [0.77, -0.14, 1.63], [1.12, -0.37, 2.95], [0.12, -0.35, 3.92], [0.55, -0.65, 5.69], [-1.20, -0.12, 3.54], [-1.46, 0.08, 2.20], [-0.51, 0.08, 1.26], [4.14, -0.27, -2.48], [1.70, -0.16, -2.75], [3.53, -0.26, 1.77], [2.14, -0.56, 3.23], [-2.00, -0.11, 4.26], [-2.48, 0.24, 1.87], [-0.38, 2.31, -2.30], [-1.51, 3.33, -1.36], [-2.51, 2.36, -0.24], [-2.17, 3.83, -2.06], [-0.90, 4.00, -0.76], [-1.56, -3.51, -2.67], [-1.08, -2.40, -2.34], [0.08, -2.61, -1.77], [-2.06, -1.89, -0.22], [-3.44, -0.19, -2.17], [-3.44, -0.22, -3.19], [-4.12, 0.53, -1.92], [-3.84, -1.07, -1.86]], "homo_ev": [-15.465, -15.465], "spin_multiplicity": 6, "charge": 2, "orbital_gap_ev": [8.5062, 8.5340], "total_energy_ha": -7880.746001, "relative_energy_kcal_mol": 0.0, "lumo_ev": [-6.96, -6.93]}

---

Entry 5:
{"formula": "C12H11Br2IN2S", "method": "ωB97M-V/def2-TZVPD", "elements": ["C", "C", "Br", "C", "Br", "C", "C", "C", "N", "S", "N", "C", "C", "C", "C", "C", "C", "I", "H", "H", "H", "H", "H", "H", "H", "H", "H", "H", "H"], "xyz": [[-1.30, -2.12, -0.24], [-0.42, -2.21, -1.56], [-1.11, -3.27, -3.04], [0.78, -1.55, -1.62], [1.92, -1.57, -3.21], [1.19, -0.78, -0.32], [2.09, -1.53, 0.58], [2.49, -0.90, 1.86], [3.33, -1.51, 2.82], [3.34, -0.34, 4.00], [2.42, 0.93, 3.49], [1.98, 0.47, 2.23], [1.09, 1.20, 1.27], [0.67, 0.60, -0.01], [-0.29, 1.38, -0.99], [-1.53, 1.94, -0.16], [-2.80, 1.91, -1.13], [-1.26, 4.04, 0.38], [-0.68, -2.34, 0.68], [-2.14, -2.86, -0.28], [-1.65, -1.05, -0.12], [2.44, -2.56, 0.31], [0.72, 2.21, 1.57], [0.30, 2.23, -1.46], [-0.61, 0.63, -1.77], [-1.66, 1.27, 0.73], [-2.83, 0.96, -1.74], [-3.72, 2.01, -0.49], [-2.75, 2.82, -1.78]], "homo_ev": -9.028, "orbital_gap_ev": 7.8144, "total_energy_ha": -6417.192608, "relative_energy_kcal_mol": 59.5, "lumo_ev": -1.21}

---

Entry 6:
{"formula": "C12H11BrCl2HgO2", "method": "ωB97M-V/def2-TZVPD", "elements": ["C", "C", "C", "H", "C", "C", "H", "H", "H", "H", "Hg", "Br", "C", "C", "C", "H", "C", "C", "H", "H", "H", "H", "Cl", "C", "Cl", "C", "O", "O", "H"], "xyz": [[-1.25, -0.03, -2.58], [0.06, 0.54, -2.75], [1.03, -0.40, -2.22], [0.29, 1.51, -3.14], [0.30, -1.56, -1.75], [-1.10, -1.33, -1.98], [-1.90, -1.98, -1.66], [-2.17, 0.45, -2.83], [2.09, -0.26, -2.19], [0.74, -2.43, -1.31], [0.25, 0.55, -0.04], [1.98, 2.66, -0.31], [-1.16, 1.22, 1.88], [-2.01, 0.12, 1.47], [-2.73, 0.53, 0.30], [-2.08, -0.84, 1.96], [-2.33, 1.87, -0.03], [-1.38, 2.32, 0.96], [-0.87, 3.26, 0.97], [-0.47, 1.21, 2.70], [-3.42, -0.07, -0.26], [-2.61, 2.42, -0.90], [2.85, -2.96, 3.12], [3.21, -1.68, 2.03], [3.80, -2.18, 0.40], [1.91, -0.82, 2.03], [1.42, -0.18, 2.95], [1.61, -0.98, 0.79], [3.96, -0.97, 2.41]], "homo_ev": -0.776, "charge": -2, "orbital_gap_ev": 5.5456, "total_energy_ha": -4262.127992, "relative_energy_kcal_mol": 0.0, "lumo_ev": 4.77}

---

Entry 7:
{"formula": "C12H11BrN8O4", "method": "ωB97M-V/def2-TZVPD", "elements": ["O", "N", "O", "C", "C", "C", "N", "O", "O", "C", "N", "N", "N", "N", "C", "H", "H", "C", "N", "C", "C", "C", "Br", "C", "N", "C", "C", "H", "H", "H", "H", "H", "H", "H", "H", "H"], "xyz": [[-3.37, 1.96, 2.37], [-2.15, 2.14, 2.36], [-1.65, 3.27, 2.35], [-1.25, 1.00, 2.35], [0.10, 1.19, 2.36], [1.00, 0.11, 2.36], [2.43, 0.38, 2.39], [2.81, 1.47, 2.80], [3.20, -0.51, 2.01], [0.58, -1.18, 2.33], [-0.78, -1.45, 2.34], [-1.44, -2.63, 2.34], [-2.57, -2.08, 2.35], [-2.97, -0.84, 2.35], [-1.72, -0.34, 2.35], [0.48, 2.20, 2.38], [1.29, -1.99, 2.29], [4.64, -5.20, -3.73], [3.28, -4.65, -3.72], [2.48, -4.85, -4.92], [2.77, -3.98, -2.56], [2.26, -2.69, -2.61], [2.31, -1.70, -4.21], [1.78, -2.11, -1.46], [1.76, -2.69, -0.27], [2.27, -3.91, -0.23], [2.78, -4.58, -1.31], [5.12, -4.99, -2.78], [4.62, -6.28, -3.89], [5.22, -4.73, -4.53], [1.47, -4.48, -4.75], [2.92, -4.31, -5.76], [2.43, -5.91, -5.17], [1.40, -1.10, -1.53], [2.27, -4.39, 0.74], [3.17, -5.58, -1.21]], "homo_ev": -8.716, "orbital_gap_ev": 7.0113, "total_energy_ha": -3776.567102, "relative_energy_kcal_mol": 28.5, "lumo_ev": -1.70}

---

Entry 8:
{"formula": "C12H11CaF2N", "method": "ωB97M-V/def2-TZVPD", "elements": ["Ca", "C", "H", "H", "H", "H", "H", "F", "C", "C", "C", "C", "C", "F", "C", "C", "C", "C", "C", "C", "N", "H", "H", "H", "H", "H", "H"], "xyz": [[0.41, 0.82, -0.13], [2.56, 1.80, -0.67], [1.77, 2.55, -0.63], [3.14, 1.69, 0.24], [3.17, 1.92, -1.54], [2.10, 0.19, -1.04], [1.70, -0.43, -1.10], [-0.36, -1.19, 5.28], [-0.95, -0.91, 4.06], [-0.13, -0.51, 3.00], [-0.78, -0.24, 1.84], [-2.15, -0.35, 1.59], [-2.90, -0.75, 2.73], [-4.27, -0.86, 2.65], [-2.34, -1.02, 3.96], [-2.71, -0.10, 0.23], [-4.05, -0.26, -0.13], [-4.44, -0.06, -1.44], [-3.51, 0.28, -2.42], [-2.18, 0.44, -2.02], [-1.82, 0.28, -0.73], [0.95, -0.45, 3.12], [-2.95, -1.32, 4.80], [-4.75, -0.53, 0.65], [-5.50, -0.17, -1.71], [-3.77, 0.42, -3.47], [-1.38, 0.70, -2.73]], "homo_ev": -7.282, "orbital_gap_ev": 7.1258, "total_energy_ha": -1395.847083, "lumo_ev": -0.16}